20
Properties=species:S:1:pos:R:3:mulliken_charge:R:1 method="wB97M-V/def2-TZVPD" charge=0 gap_ev=4.6 e_above_lowest_kcal_mol=120.9 max_force_ev_per_a=2.77
H 1.94 -0.71 2.05 0.205
H -1.62 -2.02 -2.88 0.297
H -0.03 1.62 1.71 0.336
H -0.67 1.31 -1.05 0.314
C 1.56 0.29 2.22 -0.031
H 0.42 -0.78 -2.74 0.388
H 3.27 0.83 3.35 0.277
H 1.95 2.11 3.19 0.256
H -2.29 -0.37 -3.19 0.231
C -0.12 -0.21 0.49 -0.174
H -1.17 -0.47 0.68 0.369
C -0.41 -0.50 -2.11 -0.246
C -0.08 0.38 -1.05 -0.913
C 2.26 1.08 3.05 -0.861
C 0.41 0.66 1.47 -0.523
O -2.64 -1.21 -1.35 -0.517
H -2.37 -0.61 -0.65 0.348
C -1.76 -1.02 -2.47 -0.377
H 0.93 0.76 -1.23 0.419
H 0.43 -1.16 0.49 0.203